(1)
The following is a DFT calculation (ωB97M-V/def2-TZVPD) of 2 unconnected molecules or ions with the total composition C26H27FN2O5S3.

LUMO, eV: 0.10
HOMO, Eh: -0.23299
SMILES: O=S(=O)(c1ccccc1)N(F)S(=O)(=O)c1ccccc1.CO/C(=C1\SC(C)=C(C)N1C)c1ccccc1
Energy above the lowest of the compared OMol25 structures with the same formula, charge and spin, kcal/mol: 23.0
DFT total energy, Eh: -2786.9112

Last column: Mulliken charge in e.
CARTESIAN COORDINATES (ANGSTROEM)
O (-5.297, 3.207, 0.071)  -0.62
S (-4.001, 2.636, -0.207)  1.21
O (-2.936, 3.381, -0.818)  -0.57
C (-4.296, 1.137, -1.136)  0.39
C (-3.222, 0.593, -1.833)  -0.39
C (-3.434, -0.546, -2.605)  -0.56
C (-4.718, -1.099, -2.677)  -0.40
C (-5.794, -0.537, -1.979)  -0.54
C (-5.587, 0.608, -1.209)  -0.41
N (-3.457, 1.841, 1.326)  -0.19
F (-2.130, 1.217, 0.972)  -0.04
S (-3.080, 3.142, 2.530)  1.18
O (-4.340, 3.745, 2.879)  -0.62
O (-1.930, 3.905, 2.132)  -0.58
C (-2.633, 2.068, 3.889)  0.41
C (-3.592, 1.719, 4.842)  -0.39
C (-3.203, 0.918, 5.915)  -0.54
C (-1.865, 0.520, 6.026)  -0.35
C (-0.912, 0.903, 5.076)  -0.64
C (-1.297, 1.697, 3.999)  -0.44
H (-2.245, 1.066, -1.763)  0.44
H (-2.590, -0.978, -3.148)  0.36
H (-4.882, -1.983, -3.294)  0.37
H (-6.794, -0.975, -2.034)  0.37
H (-6.399, 1.091, -0.669)  0.45
H (-4.615, 2.077, 4.736)  0.44
H (-3.945, 0.620, 6.660)  0.37
H (-1.556, -0.094, 6.873)  0.36
H (0.134, 0.601, 5.161)  0.41
H (-0.584, 2.039, 3.251)  0.47
C (-0.108, -1.430, 0.477)  -0.68
O (0.619, -0.339, -0.156)  -0.27
C (1.931, -0.570, -0.472)  -0.25
C (2.159, -0.984, -1.786)  0.53
S (0.849, -1.348, -2.890)  -0.25
C (1.973, -1.629, -4.158)  1.24
C (1.485, -1.937, -5.532)  -1.42
C (3.264, -1.517, -3.752)  -0.09
C (4.490, -1.715, -4.587)  -1.68
N (3.367, -1.085, -2.446)  0.14
C (4.638, -0.685, -1.869)  -1.16
C (2.906, -0.449, 0.616)  0.08
C (3.760, -1.525, 0.944)  -0.06
C (4.717, -1.367, 1.948)  -0.63
C (4.818, -0.149, 2.627)  -0.43
C (3.935, 0.898, 2.341)  -0.73
C (2.960, 0.745, 1.365)  -0.29
H (-1.094, -1.034, 0.721)  0.20
H (-0.196, -2.266, -0.230)  0.27
H (0.417, -1.747, 1.388)  0.28
H (2.310, -2.117, -6.232)  0.35
H (0.848, -2.834, -5.513)  0.29
H (0.880, -1.105, -5.928)  0.30
H (4.166, -2.171, -5.530)  0.37
H (4.999, -0.776, -4.859)  0.32
H (5.243, -2.389, -4.150)  0.34
H (5.255, -0.272, -2.674)  0.39
H (4.505, 0.092, -1.109)  0.40
H (5.174, -1.540, -1.432)  0.33
H (3.672, -2.452, 0.369)  0.53
H (5.391, -2.196, 2.177)  0.39
H (5.584, -0.024, 3.390)  0.39
H (4.012, 1.847, 2.875)  0.41
H (2.271, 1.551, 1.105)  0.47

Forces on atoms 1 to 3 (eV/Å):
1.29 -0.23 0.36
-0.83 -0.76 -1.12
-0.56 -0.44 0.75

(2)
The following is a DFT calculation (ωB97M-V/def2-TZVPD) of 2 unconnected molecules or ions with the total composition C3H11N2.

LUMO (spin up / spin down), eV: -7.18 / -15.13
HOMO (spin up / spin down), Eh: -0.72034 / -0.72034
Total charge: +2
⟨S²⟩: 0.75
2S+1: 2
Energy above the lowest of the compared OMol25 structures with the same formula, charge and spin, kcal/mol: 74.7
DFT total energy, Eh: -229.5809

Last column: Mulliken charge in e.
CARTESIAN COORDINATES (ANGSTROEM)
C (-0.609, -2.770, -1.066)  -0.52
C (-1.956, -1.938, -0.965)  -0.54
H (-0.110, -2.877, -0.040)  0.34
H (-0.950, -3.685, -1.525)  0.35
H (0.082, -2.174, -1.653)  0.32
H (-1.905, -0.864, -0.756)  0.30
H (-2.731, -2.249, -0.205)  0.39
H (-2.394, -2.097, -1.885)  0.36
N (0.688, 2.842, 1.015)  -0.26
C (0.774, 1.669, 0.459)  0.23
N (1.293, 0.517, 0.733)  -0.26
H (1.326, 3.196, 1.676)  0.26
H (-0.097, 3.436, 0.723)  0.29
H (0.315, 1.710, -0.645)  0.21
H (1.602, -0.025, -0.058)  0.28
H (1.736, 0.355, 1.559)  0.25

Forces on atoms 1 to 3 (eV/Å):
-2.40 1.63 0.08
2.27 -0.60 2.88
-0.59 0.80 -0.22

(3)
The following is a DFT calculation (ωB97M-V/def2-TZVPD) of 2 unconnected molecules or ions with the total composition ClH2PS.

LUMO, eV: -1.56
HOMO, Eh: -0.32876
SMILES: P=S.Cl
Energy above the lowest of the compared OMol25 structures with the same formula, charge and spin, kcal/mol: 27.5
DFT total energy, Eh: -1200.8971

Last column: Mulliken charge in e.
CARTESIAN COORDINATES (ANGSTROEM)
P (1.127, -0.165, -0.134)  0.09
S (0.676, 1.720, -0.003)  -0.16
H (2.321, -0.171, 0.642)  0.07
Cl (-2.286, -0.285, 0.198)  -0.25
H (-1.837, -1.100, -0.703)  0.25

Forces on atoms 1 to 3 (eV/Å):
-0.12 0.98 0.09
0.25 -0.73 -0.14
0.13 -0.15 0.03

(4)
The following is a DFT calculation (ωB97M-V/def2-TZVPD) of a gas-phase ion, C7H15N5 (charge +2).

LUMO, eV: -8.31
HOMO, Eh: -0.61285
SMILES: C=[N+](C)/C=C(N)/N=C\NC(C)=[NH2+]
Total charge: +2
Energy above the lowest of the compared OMol25 structures with the same formula, charge and spin, kcal/mol: 74.9
DFT total energy, Eh: -548.7893

Last column: Mulliken charge in e.
CARTESIAN COORDINATES (ANGSTROEM)
C (-1.746, -0.811, 1.295)  -0.29
N (-1.160, 0.299, 1.175)  0.13
C (-2.018, 1.503, 1.560)  -0.76
C (0.139, 0.369, 0.612)  -0.76
C (1.402, -0.317, 0.952)  0.39
N (1.419, -1.291, 1.856)  -0.31
N (2.542, 0.087, 0.353)  -0.56
C (2.461, 0.643, -0.815)  -0.10
N (1.581, 0.426, -1.759)  -0.14
C (0.347, -0.233, -1.451)  0.63
C (-0.914, 0.197, -2.017)  -1.31
N (0.549, -1.559, -1.376)  -0.31
H (-1.174, -1.697, 1.201)  0.38
H (-2.640, -0.634, 1.697)  0.27
H (-1.425, 2.344, 1.831)  0.39
H (-2.604, 1.986, 0.646)  0.35
H (-2.783, 1.275, 2.369)  0.35
H (0.324, 1.350, 0.406)  0.68
H (0.706, -1.402, 2.657)  0.31
H (2.389, -1.587, 2.000)  0.32
H (3.365, 1.279, -1.081)  0.42
H (1.674, 0.984, -2.672)  0.35
H (-1.638, -0.612, -1.953)  0.43
H (-0.759, 0.403, -3.020)  0.46
H (-1.397, 1.143, -1.498)  0.21
H (1.537, -1.952, -1.519)  0.29
H (-0.175, -2.192, -1.448)  0.17

Forces on atoms 1 to 3 (eV/Å):
2.22 -0.24 0.14
0.22 0.59 -0.28
-1.67 1.19 -1.79

(5)
The following is a DFT calculation (ωB97M-V/def2-TZVPD) of a single C5H7N molecule.

LUMO, eV: 0.65
HOMO, Eh: -0.29327
Energy above the lowest of the compared OMol25 structures with the same formula, charge and spin, kcal/mol: 110.5
DFT total energy, Eh: -249.2971

Last column: Mulliken charge in e.
CARTESIAN COORDINATES (ANGSTROEM)
C (-0.699, 1.172, -1.077)  -1.29
C (-0.058, 0.193, -0.130)  0.62
C (0.332, 0.622, 1.218)  -0.13
N (0.787, -0.189, 2.092)  -0.62
C (0.734, -2.310, -0.397)  -0.70
C (0.183, -1.091, -0.412)  0.11
H (-1.677, 1.509, -0.711)  0.28
H (-0.073, 2.064, -1.205)  0.32
H (-0.852, 0.732, -2.068)  0.37
H (0.203, 1.699, 1.402)  0.38
H (1.022, 0.309, 2.950)  0.24
H (0.030, -3.124, -0.169)  0.22
H (0.069, -1.586, -1.493)  0.20

Forces on atoms 1 to 3 (eV/Å):
-0.04 0.05 -0.07
0.00 -0.15 -0.02
0.04 -0.13 0.01

(6)
The following is a DFT calculation (ωB97M-V/def2-TZVPD) of 2 unconnected molecules or ions with the total composition C2H11N2.

LUMO, eV: -3.53
HOMO, Eh: -0.54484
Total charge: +1
Energy above the lowest of the compared OMol25 structures with the same formula, charge and spin, kcal/mol: 14.1
DFT total energy, Eh: -192.0643

Last column: Mulliken charge in e.
CARTESIAN COORDINATES (ANGSTROEM)
N (1.832, -0.414, 1.638)  -0.55
H (1.592, -1.308, 2.067)  0.39
H (2.575, -0.580, 0.962)  0.37
H (2.234, 0.154, 2.382)  0.36
H (-0.918, 0.927, 1.193)  0.28
C (-1.119, -0.336, -1.791)  -1.13
C (-0.504, 0.678, -0.832)  -0.19
N (-0.531, 0.214, 0.586)  -0.75
H (-0.465, -0.443, -2.647)  0.30
H (-2.046, 0.009, -2.249)  0.29
H (-1.123, -1.358, -1.405)  0.40
H (-1.047, 1.616, -0.872)  0.30
H (0.517, 0.945, -1.138)  0.22
H (-1.131, -0.597, 0.680)  0.29
H (0.841, -0.096, 1.170)  0.42

Forces on atoms 1 to 3 (eV/Å):
0.35 -0.69 0.42
0.25 -0.13 -0.01
-0.09 -0.03 -0.18

(7)
The following is a DFT calculation (ωB97M-V/def2-TZVPD) of a gas-phase ion, C2H7N2S3 (charge +1).

LUMO, eV: -4.31
HOMO, Eh: -0.48376
Total charge: +1
Energy above the lowest of the compared OMol25 structures with the same formula, charge and spin, kcal/mol: 23.6
DFT total energy, Eh: -1384.1494

Last column: Mulliken charge in e.
CARTESIAN COORDINATES (ANGSTROEM)
C (-0.360, 0.217, -0.340)  0.74
C (0.650, 0.533, 1.791)  -0.89
N (0.361, -0.422, 0.737)  -0.10
N (-0.347, -0.372, -1.544)  -0.42
S (-1.147, 1.646, -0.038)  -0.15
S (1.280, -1.827, 0.630)  -0.09
S (-1.649, -0.685, -2.616)  -0.07
H (1.500, 1.139, 1.523)  0.36
H (-0.299, 1.101, 1.862)  0.36
H (0.851, -0.006, 2.664)  0.32
H (0.315, -1.229, -1.624)  0.32
H (-1.500, 1.704, -1.311)  0.17
H (1.481, -1.819, 1.985)  0.21
H (-1.137, 0.020, -3.720)  0.22

Forces on atoms 1 to 3 (eV/Å):
2.70 -4.11 2.14
-1.04 0.44 -0.87
-2.67 3.49 -3.20

(8)
The following is a DFT calculation (ωB97M-V/def2-TZVPD) of a single C5H6O2 molecule.

LUMO, eV: 0.80
HOMO, Eh: -0.34617
SMILES: C#CO/C=C\CO
Energy above the lowest of the compared OMol25 structures with the same formula, charge and spin, kcal/mol: 86.3
DFT total energy, Eh: -344.4644

Last column: Mulliken charge in e.
CARTESIAN COORDINATES (ANGSTROEM)
C (0.028, 1.622, 1.982)  -0.25
C (-0.628, 0.720, 1.544)  0.07
O (-1.404, -0.271, 1.182)  -0.44
C (-1.411, -0.752, -0.120)  -0.14
C (-0.502, -0.619, -1.080)  -0.16
C (0.871, 0.015, -1.037)  -0.48
O (1.838, -0.862, -0.484)  -0.51
H (0.620, 2.417, 2.382)  0.39
H (-2.319, -1.331, -0.249)  0.38
H (-0.768, -1.135, -2.000)  0.27
H (0.857, 0.972, -0.507)  0.23
H (1.203, 0.208, -2.060)  0.30
H (1.615, -0.983, 0.448)  0.36

Forces on atoms 1 to 3 (eV/Å):
0.07 0.01 0.08
-0.05 -0.13 -0.03
0.17 0.28 0.15